(1)
Formula: C28H35NO5
Source: OMol25
Level of theory: ωB97M-V/def2-TZVPD

Positions of all 69 atoms, in Å:
1 C 3.433 4.263 0.178
2 C 4.006 4.203 1.243
3 C 4.608 3.766 2.574
4 C 3.936 2.451 3.093
5 C 4.345 1.910 4.351
6 C 3.751 0.732 4.920
7 C 2.719 0.095 4.184
8 C 2.341 0.623 2.901
9 C 2.922 1.784 2.330
10 C 1.213 -0.127 2.146
11 O 1.269 -0.369 0.965
12 C 0.044 -0.574 3.062
13 C -1.340 -0.463 2.696
14 C -1.737 0.146 1.337
15 C -2.561 -0.821 0.408
16 C -1.590 -1.365 -0.716
17 C -1.299 -0.301 -1.825
18 N 0.155 -0.153 -2.125
19 C 0.565 1.260 -2.193
20 C 0.476 -0.773 -3.395
21 C 1.284 -2.112 -3.430
22 O 0.120 -0.326 -4.466
23 C -2.309 -0.906 3.661
24 C -1.908 -1.460 4.918
25 C -0.536 -1.568 5.281
26 C 0.432 -1.116 4.340
27 C 1.946 -1.154 4.673
28 O 2.463 -2.072 5.262
29 H 2.796 4.181 -0.704
30 H 5.706 3.631 2.519
31 H 4.345 4.555 3.320
32 H 5.151 2.398 4.936
33 H 4.073 0.348 5.900
34 H 2.552 2.117 1.351
35 H -2.407 1.015 1.567
36 H -0.888 0.565 0.763
37 H -3.331 -0.189 -0.095
38 H -3.059 -1.641 0.970
39 H -0.627 -1.610 -0.211
40 H -2.043 -2.304 -1.113
41 H -1.776 -0.672 -2.766
42 H -1.768 0.690 -1.616
43 H 0.180 1.788 -3.104
44 H 0.215 1.851 -1.319
45 H 1.674 1.307 -2.248
46 H 1.377 -2.438 -4.488
47 H 0.752 -2.923 -2.875
48 H 2.318 -1.997 -3.040
49 H -3.387 -0.832 3.436
50 H -2.679 -1.783 5.642
51 H -0.158 -1.969 6.236
52 C 1.258 -2.396 -7.814
53 C 2.037 -3.680 -8.029
54 O 1.432 -4.758 -7.321
55 H 1.214 -2.156 -6.750
56 H 1.723 -1.566 -8.348
57 H 0.228 -2.510 -8.162
58 H 3.058 -3.574 -7.661
59 H 2.078 -3.936 -9.092
60 H 0.534 -4.857 -7.654
61 C -6.455 2.365 1.557
62 C -5.245 1.481 1.322
63 O -4.670 1.748 0.045
64 H -7.204 2.202 0.781
65 H -6.906 2.160 2.530
66 H -6.175 3.421 1.517
67 H -5.531 0.429 1.342
68 H -4.487 1.648 2.094
69 H -4.409 2.676 0.032

Computed properties:
Frontier orbital gap (eV): 8.38
Energy above the lowest of the compared OMol25 structures with the same formula, charge and spin (kJ/mol): 295.7
LUMO energy (eV): -0.460
E_HOMO (eV): -8.84
SMILES string: C#CCc1ccc2c(c1)C(=O)c1c(CCCCN(C)C(C)=O)cccc1C2=O.CCO.CCO
Strongest force on any atom (hartree/bohr): 0.0364

Atomic partial charges in e from the Mulliken method, atoms 1 to 5: atom 1 (C): 0.09, atom 2 (C): -0.53, atom 3 (C): -0.41, atom 4 (C): 0.57, atom 5 (C): -0.70

***

(2)
Formula: C28H36AuN3O3
Source: OMol25
Level of theory: ωB97M-V/def2-TZVPD

Positions of all 71 atoms, in Å:
1 Au -0.134 -0.229 0.011
2 C 2.509 0.163 -2.909
3 O 1.873 0.576 -1.692
4 C 2.131 1.945 -1.441
5 C 1.454 2.375 -0.166
6 O 0.065 1.954 -0.058
7 C -0.865 2.636 -0.940
8 C -1.045 1.901 -2.233
9 O -1.476 0.596 -1.881
10 C -1.908 -0.144 -3.034
11 H 3.594 0.198 -2.801
12 H 2.190 -0.851 -3.119
13 H 2.211 0.815 -3.734
14 H 3.204 2.129 -1.332
15 H 1.782 2.538 -2.292
16 H 1.936 1.949 0.712
17 H 1.497 3.462 -0.101
18 H -1.810 2.660 -0.400
19 H -0.530 3.658 -1.114
20 H -1.806 2.411 -2.828
21 H -0.130 1.842 -2.823
22 H -2.687 0.415 -3.553
23 H -1.072 -0.327 -3.711
24 H -2.313 -1.078 -2.687
25 C -2.041 -4.567 2.608
26 C -0.820 -5.451 2.716
27 C -0.817 -6.499 3.638
28 C 0.234 -7.395 3.724
29 C 1.326 -7.265 2.879
30 C 1.355 -6.231 1.962
31 C 0.300 -5.329 1.893
32 N 0.386 -4.311 0.872
33 C 0.192 -3.001 1.068
34 N 0.261 -2.581 2.324
35 C 0.110 -1.286 2.824
36 C -0.113 -0.180 2.042
37 C -0.293 1.086 2.579
38 C -0.233 1.233 3.951
39 C 0.020 0.131 4.752
40 C 0.194 -1.132 4.213
41 C 0.476 -2.326 5.090
42 N -0.059 -2.203 0.033
43 C -0.079 -2.786 -1.277
44 C 1.131 -2.957 -1.952
45 C 1.148 -3.528 -3.212
46 C -0.049 -3.947 -3.783
47 C -1.242 -3.805 -3.091
48 C -1.287 -3.229 -1.824
49 C -2.577 -3.193 -1.043
50 H -2.939 -5.160 2.776
51 H -2.130 -4.099 1.628
52 H -2.042 -3.772 3.359
53 H -1.684 -6.628 4.277
54 H 0.193 -8.206 4.440
55 H 2.155 -7.957 2.943
56 H 2.205 -6.108 1.300
57 H 0.553 -4.610 -0.076
58 H 0.455 -3.306 3.001
59 H -0.485 1.945 1.960
60 H -0.384 2.211 4.386
61 H 0.080 0.254 5.826
62 H 0.526 -2.019 6.131
63 H 1.434 -2.793 4.845
64 H -0.307 -3.087 5.017
65 H 2.052 -2.640 -1.471
66 H 2.082 -3.642 -3.747
67 H -0.046 -4.406 -4.764
68 H -2.166 -4.159 -3.538
69 H -3.437 -3.124 -1.709
70 H -2.615 -2.368 -0.331
71 H -2.695 -4.122 -0.481

Computed properties:
Frontier orbital gap (eV): 6.71
LUMO energy (eV): -7.277
Net charge: +2
E_HOMO (eV): -13.99
Strongest force on any atom (hartree/bohr): 0.0146

Atomic partial charges in e from the Mulliken method, atoms 1 to 5: atom 1 (Au): 1.30, atom 2 (C): -0.72, atom 3 (O): -0.13, atom 4 (C): -0.68, atom 5 (C): -0.76

***

(3)
Formula: C28H36BCoN9O2
Source: OMol25
Level of theory: ωB97M-V/def2-TZVPD

Positions of all 77 atoms, in Å:
1 Co -0.108 0.305 -0.395
2 C 1.065 0.658 -4.050
3 C 1.724 1.468 -2.983
4 C 2.659 2.504 -3.141
5 C 2.959 2.922 -1.859
6 C 3.895 3.990 -1.399
7 N 2.224 2.173 -1.013
8 N 1.469 1.280 -1.697
9 B 2.174 2.162 0.514
10 N 2.318 0.725 1.064
11 N 1.344 -0.218 0.912
12 C 1.689 -1.259 1.657
13 C 0.846 -2.478 1.832
14 C 2.919 -1.009 2.282
15 C 3.283 0.259 1.881
16 C 4.497 1.044 2.246
17 N 0.805 2.709 0.979
18 N -0.308 2.006 0.674
19 C -1.343 2.633 1.229
20 C -2.745 2.136 1.088
21 C -0.884 3.774 1.902
22 C 0.487 3.779 1.727
23 C 1.504 4.740 2.244
24 H 1.707 0.599 -4.929
25 H 0.860 -0.352 -3.698
26 H 0.117 1.104 -4.364
27 H 3.072 2.882 -4.062
28 H 4.381 4.446 -2.261
29 H 3.371 4.776 -0.852
30 H 4.668 3.592 -0.740
31 H 3.042 2.848 0.963
32 H -0.116 -2.366 1.340
33 H 1.344 -3.363 1.433
34 H 0.687 -2.651 2.897
35 H 3.461 -1.663 2.944
36 H 5.134 0.441 2.891
37 H 5.072 1.325 1.362
38 H 4.242 1.962 2.776
39 H -2.778 1.230 0.489
40 H -3.172 1.913 2.067
41 H -3.378 2.893 0.618
42 H -1.471 4.491 2.453
43 H 1.003 5.570 2.737
44 H 2.170 4.264 2.965
45 H 2.124 5.139 1.441
46 C -2.830 2.360 -2.967
47 C -3.311 1.326 -3.755
48 C -2.837 0.045 -3.551
49 C -1.906 -0.190 -2.538
50 N -1.489 0.813 -1.742
51 C -1.917 2.055 -1.974
52 C -1.209 -1.459 -2.309
53 C -1.474 -2.609 -3.055
54 C -0.667 -3.723 -2.904
55 C 0.420 -3.655 -2.039
56 C 0.658 -2.507 -1.293
57 C -0.168 -1.381 -1.366
58 H -3.145 3.383 -3.113
59 H -4.027 1.522 -4.544
60 H -3.154 -0.764 -4.191
61 H -1.500 2.822 -1.339
62 H -2.289 -2.638 -3.770
63 H -0.861 -4.620 -3.478
64 H 1.089 -4.503 -1.950
65 H 1.534 -2.482 -0.658
66 C -2.230 -1.731 3.994
67 O -3.234 -1.830 2.980
68 C -2.918 -1.259 1.791
69 O -1.875 -0.701 1.558
70 N -3.982 -1.374 0.955
71 N -3.895 -0.865 -0.337
72 H -2.741 -1.911 4.935
73 H -1.769 -0.746 3.986
74 H -1.464 -2.488 3.834
75 H -4.705 -2.026 1.219
76 H -4.737 -0.359 -0.573
77 H -3.695 -1.591 -1.016

Computed properties:
Frontier orbital gap (spin up / spin down) (eV): 8.23 / 8.15
2S+1: 2
Energy above the lowest of the compared OMol25 structures with the same formula, charge and spin (kJ/mol): 1.1
LUMO energy (spin up / spin down) (eV): 0.588 / 0.581
E_HOMO (spin up / spin down) (eV): -7.64 / -7.57
Strongest force on any atom (hartree/bohr): 0.0079

Atomic partial charges in e from the Mulliken method, atoms 1 to 5: atom 1 (Co): 0.22, atom 2 (C): -1.21, atom 3 (C): 0.77, atom 4 (C): -1.74, atom 5 (C): 0.97

***

(4)
Formula: C28H36BHgN4O5
Source: OMol25
Level of theory: ωB97M-V/def2-TZVPD

Positions of all 75 atoms, in Å:
1 Hg -0.768 -0.716 2.092
2 C 4.368 0.052 -0.210
3 C 2.915 0.324 -0.070
4 O 2.191 -0.658 0.629
5 C 2.289 1.477 -0.492
6 C 0.956 1.946 -0.512
7 C 0.758 3.367 -1.001
8 N -0.107 1.218 -0.160
9 N -1.256 1.957 -0.195
10 C -2.383 1.293 -0.004
11 O -2.578 0.047 0.199
12 C -3.581 2.189 -0.035
13 C -3.509 3.545 -0.389
14 C -4.641 4.336 -0.428
15 C -5.893 3.809 -0.106
16 C -5.979 2.470 0.254
17 C -4.843 1.673 0.286
18 H 4.634 -0.689 -0.977
19 H 4.798 -0.324 0.732
20 H 4.882 0.984 -0.460
21 H 3.002 2.187 -0.908
22 H 1.721 3.855 -1.170
23 H 0.181 3.953 -0.282
24 H 0.178 3.391 -1.931
25 H -2.533 3.945 -0.631
26 H -4.554 5.381 -0.709
27 H -6.780 4.433 -0.134
28 H -6.942 2.042 0.518
29 H -4.892 0.632 0.574
30 C 2.995 -7.569 -2.514
31 C 3.525 -7.602 -1.074
32 C 5.058 -7.600 -1.104
33 C 3.070 -8.912 -0.429
34 C 3.010 -6.372 -0.323
35 C 2.096 -6.463 0.720
36 C 1.583 -5.332 1.371
37 C 2.021 -4.102 0.947
38 O 1.684 -2.869 1.397
39 B 2.362 -1.960 0.554
40 O 3.179 -2.681 -0.363
41 C 2.929 -3.994 -0.106
42 C 3.432 -5.098 -0.747
43 H 3.321 -8.456 -3.064
44 H 3.353 -6.687 -3.044
45 H 1.905 -7.536 -2.518
46 H 5.428 -8.474 -1.646
47 H 5.462 -7.625 -0.091
48 H 5.450 -6.710 -1.596
49 H 3.513 -9.755 -0.966
50 H 1.986 -9.023 -0.468
51 H 3.382 -8.973 0.614
52 H 1.747 -7.432 1.048
53 H 0.848 -5.413 2.159
54 H 4.125 -4.966 -1.569
55 C 0.103 -1.992 -1.641
56 N -1.301 -2.176 -1.924
57 C -1.850 -1.190 -2.830
58 C -3.267 -1.564 -3.199
59 C -4.058 -1.711 -1.920
60 N -3.430 -2.682 -1.047
61 C -4.164 -2.907 0.178
62 C -2.051 -2.762 -0.935
63 O -1.538 -3.384 -0.015
64 H 0.699 -2.207 -2.532
65 H 0.360 -2.695 -0.854
66 H 0.292 -0.973 -1.279
67 H -1.209 -1.164 -3.720
68 H -1.823 -0.206 -2.346
69 H -3.270 -2.511 -3.749
70 H -3.711 -0.794 -3.834
71 H -5.079 -2.058 -2.130
72 H -4.116 -0.746 -1.409
73 H -4.351 -1.957 0.688
74 H -3.577 -3.540 0.835
75 H -5.121 -3.393 -0.048

Computed properties:
Frontier orbital gap (spin up / spin down) (eV): 1.85 / 3.98
2S+1: 2
Energy above the lowest of the compared OMol25 structures with the same formula, charge and spin (kJ/mol): 0.0
LUMO energy (spin up / spin down) (eV): 3.800 / 3.798
Net charge: -2
E_HOMO (spin up / spin down) (eV): 1.95 / -0.18
Strongest force on any atom (hartree/bohr): 0.0072

Atomic partial charges in e from the Mulliken method, atoms 1 to 5: atom 1 (Hg): -0.08, atom 2 (C): -1.37, atom 3 (C): 0.67, atom 4 (O): -0.42, atom 5 (C): -0.60

***

(5)
Formula: C28H36Cl3GeN5ORu
Source: OMol25
Level of theory: ωB97M-V/def2-TZVPD

Positions of all 75 atoms, in Å:
1 Ru -0.015 0.235 0.082
2 C 0.404 -0.483 3.112
3 N -0.471 0.498 2.438
4 C -1.886 0.282 2.770
5 C -2.349 -1.061 2.275
6 C -3.112 -1.924 3.045
7 C -3.505 -3.133 2.488
8 C -3.113 -3.434 1.194
9 C -2.345 -2.510 0.502
10 N -1.975 -1.349 1.032
11 C -0.095 1.880 2.745
12 C 1.262 2.207 2.183
13 C 2.009 3.268 2.666
14 C 3.252 3.517 2.111
15 C 3.715 2.685 1.104
16 C 2.903 1.653 0.673
17 N 1.697 1.418 1.197
18 C 1.059 -1.531 2.230
19 C 1.824 -2.520 2.830
20 C 2.387 -3.513 2.050
21 C 2.157 -3.507 0.682
22 C 1.393 -2.488 0.152
23 N 0.872 -1.511 0.905
24 H -0.181 -1.021 3.865
25 H 1.193 0.040 3.659
26 H -2.461 1.066 2.271
27 H -2.054 0.373 3.851
28 H -3.395 -1.654 4.053
29 H -4.104 -3.829 3.059
30 H -3.397 -4.365 0.723
31 H -2.015 -2.688 -0.515
32 H -0.101 2.064 3.828
33 H -0.845 2.535 2.296
34 H 1.616 3.884 3.464
35 H 3.852 4.344 2.464
36 H 4.683 2.835 0.650
37 H 3.198 0.999 -0.136
38 H 1.965 -2.509 3.903
39 H 2.989 -4.288 2.504
40 H 2.559 -4.273 0.035
41 H 1.172 -2.427 -0.905
42 C 4.062 -0.143 -3.152
43 C 2.986 0.575 -3.965
44 C 1.906 0.877 -2.924
45 O 2.159 -0.001 -1.801
46 C 3.219 -0.898 -2.143
47 H 4.708 0.574 -2.642
48 H 4.687 -0.802 -3.753
49 H 2.601 -0.082 -4.746
50 H 3.351 1.483 -4.441
51 H 0.896 0.691 -3.291
52 H 1.955 1.900 -2.551
53 H 2.809 -1.814 -2.589
54 H 3.746 -1.165 -1.225
55 C -2.458 1.335 -3.470
56 Ge -2.597 -0.244 -2.318
57 C -3.926 0.020 -0.906
58 C -3.188 -1.765 -3.403
59 C -0.825 -0.604 -1.608
60 H -3.449 1.674 -3.772
61 H -1.894 1.081 -4.368
62 H -1.948 2.150 -2.957
63 H -4.796 0.548 -1.295
64 H -3.501 0.604 -0.089
65 H -4.254 -0.945 -0.522
66 H -4.115 -1.512 -3.916
67 H -3.378 -2.633 -2.772
68 H -2.447 -2.038 -4.154
69 H -0.091 -1.009 -2.308
70 Cl -1.651 5.747 -0.503
71 C -1.699 4.078 -0.253
72 Cl 0.873 3.991 -1.080
73 Cl -3.172 3.448 0.336
74 C -0.635 3.184 -0.531
75 N -0.676 1.934 -0.422

Computed properties:
Frontier orbital gap (spin up / spin down) (eV): 7.22 / 7.64
2S+1: 6
Energy above the lowest of the compared OMol25 structures with the same formula, charge and spin (kJ/mol): 5.3
LUMO energy (spin up / spin down) (eV): -2.321 / -3.246
Net charge: +1
E_HOMO (spin up / spin down) (eV): -9.54 / -10.89
Strongest force on any atom (hartree/bohr): 0.0147

Atomic partial charges in e from the Mulliken method, atoms 1 to 5: atom 1 (Ru): 0.96, atom 2 (C): -1.78, atom 3 (N): 0.71, atom 4 (C): -1.48, atom 5 (C): 0.64

***

(6)
Formula: C28H36Cl6F7NO23
Source: OMol25
Level of theory: ωB97M-V/def2-TZVPD

Positions of all 101 atoms, in Å:
1 C 6.797 -5.975 -18.658
2 N 5.597 -6.694 -19.146
3 O 5.080 -7.488 -18.374
4 O 5.186 -6.446 -20.253
5 H 6.771 -5.077 -19.286
6 H 7.692 -6.440 -19.069
7 H 6.807 -5.663 -17.625
8 C 2.528 -4.154 -15.045
9 C 3.939 -4.644 -15.307
10 O 4.731 -3.518 -15.065
11 C 4.060 -2.625 -14.331
12 O 4.529 -1.651 -13.844
13 O 2.797 -3.081 -14.120
14 F 4.060 -5.148 -16.562
15 H 1.892 -4.906 -14.588
16 H 2.049 -3.739 -15.933
17 H 4.268 -5.399 -14.599
18 C 2.881 -12.502 -14.453
19 C 2.742 -10.995 -14.170
20 O 3.897 -10.812 -13.387
21 C 4.866 -11.648 -13.860
22 O 6.031 -11.426 -13.755
23 O 4.307 -12.652 -14.531
24 F 1.643 -10.830 -13.367
25 H 2.457 -12.954 -15.345
26 H 2.451 -13.000 -13.583
27 H 2.632 -10.336 -15.035
28 C 10.370 -2.951 -13.299
29 C 9.494 -4.176 -13.027
30 O 9.819 -4.526 -11.707
31 C 10.497 -3.529 -11.105
32 O 10.723 -3.449 -9.951
33 O 10.929 -2.639 -12.017
34 F 9.782 -5.221 -13.837
35 H 9.873 -2.097 -13.753
36 H 11.243 -3.134 -13.930
37 H 8.438 -3.951 -13.163
38 C 11.887 -7.588 -14.058
39 C 11.505 -9.011 -13.602
40 O 11.962 -9.832 -14.636
41 C 12.316 -9.071 -15.715
42 O 12.534 -9.539 -16.781
43 O 12.306 -7.789 -15.395
44 F 10.126 -9.132 -13.622
45 H 12.704 -7.231 -13.430
46 H 11.052 -6.901 -13.996
47 H 11.823 -9.293 -12.602
48 C 1.596 -9.208 -17.821
49 C 1.765 -7.769 -17.236
50 O 0.830 -7.751 -16.176
51 C 0.203 -8.940 -16.083
52 O -0.437 -9.319 -15.151
53 O 0.386 -9.657 -17.179
54 F 1.467 -6.863 -18.200
55 H 2.387 -9.902 -17.540
56 H 1.367 -9.240 -18.882
57 H 2.768 -7.569 -16.869
58 C 10.774 -8.216 -19.061
59 C 9.703 -7.820 -20.058
60 O 8.494 -7.860 -19.356
61 C 8.718 -8.354 -18.106
62 O 7.929 -8.502 -17.236
63 O 10.015 -8.639 -17.928
64 F 9.627 -8.722 -21.096
65 H 11.528 -7.462 -18.850
66 H 11.289 -9.115 -19.403
67 H 9.911 -6.862 -20.539
68 C 8.245 -6.537 -9.463
69 C 6.992 -5.764 -9.946
70 O 6.154 -5.944 -8.817
71 C 6.495 -7.047 -8.145
72 O 5.825 -7.603 -7.345
73 O 7.722 -7.474 -8.554
74 F 6.416 -6.322 -11.049
75 H 8.882 -5.815 -8.949
76 H 8.713 -6.998 -10.330
77 H 7.129 -4.703 -10.146
78 Cl 4.403 -7.828 -14.414
79 C 5.963 -8.142 -15.194
80 C 7.114 -7.373 -14.592
81 Cl 7.018 -5.604 -14.968
82 H 5.824 -7.986 -16.263
83 H 6.209 -9.204 -15.127
84 H 8.113 -7.708 -14.855
85 H 7.081 -7.437 -13.504
86 Cl 3.525 -5.636 -11.580
87 C 2.829 -6.923 -10.546
88 C 3.094 -8.272 -11.237
89 Cl 2.554 -9.550 -10.103
90 H 1.766 -6.802 -10.361
91 H 3.358 -7.021 -9.600
92 H 4.152 -8.379 -11.464
93 H 2.550 -8.376 -12.173
94 Cl 6.406 -10.723 -8.573
95 C 6.558 -11.610 -10.098
96 C 7.816 -11.102 -10.812
97 Cl 7.543 -9.533 -11.491
98 H 5.724 -11.515 -10.791
99 H 6.686 -12.672 -9.894
100 H 8.060 -11.784 -11.628
101 H 8.650 -10.975 -10.127

Computed properties:
Frontier orbital gap (eV): 10.25
LUMO energy (eV): -0.142
E_HOMO (eV): -10.39
SMILES string: O=C1OC[C@@H](F)O1.O=C1OC[C@@H](F)O1.O=C1OC[C@@H](F)O1.O=C1OC[C@@H](F)O1.O=C1OC[C@@H](F)O1.O=C1OC[C@@H](F)O1.O=C1OC[C@@H](F)O1.C[N+](=O)[O-].ClCCCl.ClCCCl.ClCCCl
Strongest force on any atom (hartree/bohr): 0.0584

Atomic partial charges in e from the Mulliken method, atoms 1 to 5: atom 1 (C): -0.62, atom 2 (N): 1.11, atom 3 (O): -0.52, atom 4 (O): -0.62, atom 5 (H): 0.51

***

| no. | energy (Eh) |
| --- | --- |
| 1 | -1518.753277 |
| 2 | -1613.654741 |
| 3 | -3139.624058 |
| 4 | -1862.173407 |
| 5 | -4989.627405 |
| 6 | -6334.035164 |